The following is a quantum chemistry calculation of C27H63N4O9V as an isolated structure in a non-equilibrium geometry, from the Open Molecules 2025 dataset.

XYZ file:
```
104
Properties=species:S:1:pos:R:3:forces:R:3:lowdin_charge:R:1
C 1.784 -0.620 -5.648 -0.1 -0.9 -0.8 -0.242
H 1.474 0.609 3.536 -0.2 0.1 -0.3 0.082
H 2.477 -0.392 -4.839 0.1 -0.2 0.5 0.111
H 1.780 8.228 3.575 0.2 0.1 -0.1 0.078
C 2.110 -2.796 -1.195 -0.9 -0.8 1.9 -0.154
C 2.178 0.938 -1.848 1.1 0.8 1.0 -0.197
H -4.423 -0.904 -0.689 0.0 0.3 0.1 0.068
H 0.513 8.671 4.685 -0.3 -0.6 0.2 0.081
C -3.458 -2.743 -0.239 1.1 -1.4 0.5 -0.482
H -0.062 -0.400 -4.308 -0.5 0.0 0.0 0.080
C 0.850 -1.800 -5.377 1.1 1.5 0.4 -0.193
O 0.992 0.506 -5.913 -0.2 0.3 -0.8 -0.196
H -2.496 1.452 -4.806 0.0 -0.1 -0.2 0.088
H 1.278 -3.498 -1.127 -0.3 0.1 -0.6 0.126
H -1.787 -0.920 3.930 -0.6 -0.1 -0.1 0.084
C 3.664 0.449 5.068 0.0 0.0 0.9 -0.115
O 2.604 1.383 5.021 0.4 0.4 0.7 -0.191
O 0.487 0.115 1.440 -0.6 -0.7 -1.8 -0.352
C -2.556 0.439 -4.408 -0.2 -0.2 -0.5 -0.082
H 0.807 3.253 0.162 0.4 -0.5 0.5 0.091
H -5.366 -1.239 1.215 -0.1 0.0 -0.4 0.097
H -5.498 -3.268 -0.382 -0.3 0.2 0.0 0.115
V 0.209 -0.661 0.038 -2.8 -0.8 1.1 0.918
C 0.825 2.664 3.822 -0.3 -1.3 -0.4 -0.209
O 1.938 -2.086 1.143 0.1 -0.8 -1.4 -0.241
C -3.648 -1.532 -1.127 -1.1 1.0 0.1 -0.046
H -1.811 -0.002 1.298 -0.3 0.0 0.0 0.033
H 3.987 0.424 6.109 -0.1 0.2 0.1 0.084
C -4.768 -3.200 0.424 -0.3 0.9 -0.1 -0.148
C 2.660 -0.480 -1.502 0.7 1.2 -0.9 -0.173
H 2.151 8.527 5.283 0.2 -0.2 0.2 0.080
H 3.277 -0.475 -0.603 -0.5 0.1 0.3 0.133
H -4.484 -1.592 3.400 0.4 0.5 0.1 0.119
H 2.375 1.207 -7.286 -0.2 0.3 -0.3 0.088
N 1.562 -1.453 -1.491 2.0 -0.4 0.5 -0.082
H -3.898 -4.144 -1.911 -0.5 -0.2 0.5 0.081
H 3.074 6.067 5.331 0.8 0.5 -0.4 0.129
C 1.754 1.576 -6.470 0.0 -0.4 1.2 -0.076
H -3.559 0.049 1.050 0.0 -0.4 -0.2 0.076
H -1.849 -2.156 -6.207 0.2 -0.5 0.1 0.108
N 1.277 3.995 3.468 0.3 -0.4 1.1 -0.032
H 0.032 2.434 3.110 0.3 -0.6 -0.4 0.109
H -1.761 0.360 -3.666 -0.2 -0.2 0.3 0.064
C -2.772 -0.302 1.717 -0.2 1.6 -0.1 -0.058
H 3.511 -2.183 2.346 0.2 0.0 0.6 0.093
H 1.426 -1.494 -2.491 -2.0 0.0 -0.5 0.086
H 4.577 0.682 4.521 -0.2 0.5 -0.6 0.084
H 3.023 4.021 4.731 -0.1 -0.7 -0.5 0.126
H -4.099 -1.804 -2.082 0.3 -0.2 -0.2 0.079
O -2.406 -0.466 -5.503 0.4 1.0 0.5 -0.194
O -0.732 0.197 -0.952 0.8 -0.8 1.1 -0.342
H 2.823 -3.942 0.470 -1.0 -0.3 0.3 0.130
H -2.896 0.323 2.601 0.0 0.0 0.2 0.086
N 0.089 -1.395 -4.220 -0.1 -1.1 -0.2 -0.059
H 3.768 -2.659 0.222 0.2 1.1 0.1 0.115
H 2.623 1.869 3.023 0.2 -0.1 -0.3 0.125
H 1.464 -2.674 -5.162 -0.1 -0.2 0.0 0.121
H -4.078 -3.193 3.085 0.5 -0.3 -0.2 0.116
C -2.739 -1.760 2.088 -0.5 0.5 -0.6 -0.481
H 2.116 -1.549 3.248 -0.4 0.9 -1.1 0.069
C 2.428 -2.232 2.458 0.9 -0.6 0.6 -0.082
H -6.174 -2.599 1.927 0.1 0.0 0.4 0.110
H 2.157 -3.174 2.934 0.0 -0.6 -0.6 0.100
H 1.336 3.432 -1.434 0.3 -0.1 -0.4 0.083
H 1.545 4.306 5.565 -0.3 -0.2 0.2 0.131
H -1.749 -2.710 3.831 -0.5 -0.1 0.2 0.079
H 3.417 -0.594 4.871 -0.6 0.0 -0.5 0.067
C 1.428 8.086 4.597 0.1 -1.0 -0.4 -0.085
H 2.392 -0.937 -6.495 0.2 0.4 -0.4 0.119
C 1.611 2.936 -0.503 -0.4 -0.9 -0.8 -0.035
H 0.411 4.515 3.475 0.0 0.6 -0.3 0.108
H 0.251 -1.976 -6.270 0.0 0.0 -0.1 0.118
C -1.726 -1.780 3.262 1.0 -1.5 -0.5 -0.026
H -3.542 0.332 -3.955 0.0 -0.1 0.3 0.086
H 3.365 -0.763 -2.284 0.1 -0.1 -0.3 0.124
H -2.307 -3.624 -1.874 0.2 0.6 -0.1 0.041
H 0.268 2.637 4.759 0.3 0.0 0.6 0.118
C 2.364 5.890 4.523 -0.2 1.4 0.2 -0.276
H 2.599 3.270 -0.187 -0.1 0.0 0.2 0.090
H -0.687 -1.767 2.934 0.0 0.2 -0.6 0.051
C -5.207 -2.264 1.553 0.2 -0.2 -0.8 -0.184
C 2.040 4.478 4.609 0.3 -0.5 0.3 -0.253
C -4.110 -2.221 2.592 -0.8 -0.3 1.0 -0.156
H 2.661 6.107 3.497 0.8 0.2 0.0 0.129
C 1.921 1.568 3.800 -0.4 0.0 -0.6 -0.203
O 1.596 1.485 -0.663 0.2 0.5 -0.5 -0.259
H -3.176 -2.306 -5.125 0.0 -0.4 0.7 0.120
H -2.788 -0.880 -1.277 0.2 -0.4 0.0 0.056
O 1.229 6.663 4.799 -1.3 1.9 0.2 -0.191
H -0.932 -3.218 -4.274 0.2 -0.1 0.1 0.122
N -2.449 -2.583 0.870 2.3 -1.1 -0.2 -0.068
C -1.152 -2.159 -4.141 -0.5 0.2 0.5 -0.183
H 1.099 2.413 -6.715 -0.1 -0.4 -0.3 0.094
C 2.703 -2.892 0.201 0.5 0.3 0.7 -0.194
H -1.484 -2.056 -3.107 -0.6 0.1 -0.1 0.088
O -1.025 -2.519 0.421 -0.9 2.3 0.1 -0.262
H 3.055 1.523 -2.125 0.6 0.1 0.3 0.120
H 2.855 -3.206 -1.876 0.0 0.4 -0.4 0.134
C -3.105 -3.926 -1.196 1.8 0.6 -0.6 -0.048
H 1.601 1.051 -2.767 -0.9 -0.5 0.2 0.119
H -4.700 -4.223 0.795 0.4 0.0 0.2 0.120
H -2.613 -4.823 -0.820 -0.8 -0.1 0.8 0.083
C -2.196 -1.839 -5.224 0.0 0.9 -0.6 -0.195
H 2.402 1.921 -5.664 0.5 0.3 -0.1 0.080
```
Forces are in eV/Å.

The value obtained for the orbital gap is 6.8 eV.